1.
This record from OMol25 describes a 2-piece molecular cluster, C4H3Cl2OS overall in a non-equilibrium geometry. The level of theory is the ωB97M-V functional and the def2-TZVPD basis.

Structure (XYZ):
```
11
Properties=species:S:1:pos:R:3:forces:R:3:nbo_charge:R:1
C -1.842 -0.210 0.079 0.25 -0.33 -0.08 -0.630
C -0.654 -0.830 0.277 -0.15 1.50 2.07 -0.234
C 1.571 1.686 0.214 0.44 -0.55 0.93 0.486
C 0.479 -0.864 -0.509 0.32 0.01 -0.04 -0.396
O 0.751 2.294 -0.301 -0.67 0.40 -0.77 -0.467
S 2.747 1.126 1.105 0.18 -0.08 -0.15 -0.098
Cl 1.580 -2.155 -0.164 0.92 -0.80 0.11 -0.101
Cl 0.275 -0.570 -2.189 -0.09 0.10 -1.29 -0.093
H -2.295 0.223 0.910 -1.00 0.11 1.72 0.165
H -2.213 0.262 -0.785 0.11 0.09 -1.55 0.178
H -0.400 -0.962 1.364 -0.30 -0.46 -0.96 0.191
```
Positions in Å, forces in eV/Å.

Computed properties:
Highest occupied orbital energy ... -2.1 eV
Frontier orbital gap ... 5.3 eV
Net charge ... -1


2.
This record from OMol25 describes a 2-piece molecular cluster, C3H3F2O2S overall. The level of theory is the ωB97M-V functional and the def2-TZVPD basis.

Structure (XYZ):
```
11
Properties=species:S:1:pos:R:3:forces:R:3:nbo_charge:R:1
C 0.501 0.309 0.016 0.41 0.65 0.07 -0.564
C -0.271 -0.729 -0.091 -0.11 0.05 0.05 -0.057
C -3.198 0.548 -0.040 0.54 0.23 -0.23 0.341
O -4.980 -1.245 -0.929 0.19 0.03 -0.08 -1.001
O -5.124 -0.597 1.448 0.15 0.06 0.17 -1.003
F -3.024 1.010 -1.308 0.12 -0.05 0.03 -0.382
F -3.132 1.671 0.733 0.12 -0.18 0.06 -0.385
S -4.959 -0.154 0.057 -0.81 -0.24 0.00 1.507
H 1.600 0.273 0.013 -0.25 -0.26 -0.04 0.184
H 0.101 1.308 0.120 -0.18 0.16 0.02 0.210
H -0.041 -1.769 -0.193 -0.19 -0.45 -0.05 0.151
```
Positions in Å, forces in eV/Å.

Computed properties:
Highest occupied orbital energy (alpha / beta) ... -3.2 / -4.2 eV
Frontier orbital gap (alpha / beta) ... 6.4 / 7.8 eV
Net charge ... -1


3.
This record from OMol25 describes a 2-piece molecular cluster, C5H10O overall. The level of theory is the ωB97M-V functional and the def2-TZVPD basis.

Structure (XYZ):
```
16
Properties=species:S:1:pos:R:3:forces:R:3:nbo_charge:R:1
O 1.493 -0.718 0.888 0.24 -0.09 -0.07 -0.720
C 0.219 -1.132 0.417 -0.35 -0.08 -0.09 0.106
C 0.013 -0.740 -1.064 0.00 -0.04 -0.03 -0.468
C -0.718 0.578 -0.984 -0.12 0.02 0.19 -0.190
C -1.179 0.807 0.243 0.06 -0.02 -0.17 -0.184
C -0.825 -0.310 1.194 0.00 -0.03 0.03 -0.461
H 2.165 -1.175 0.366 -0.07 0.12 0.12 0.466
H 0.092 -2.213 0.580 0.04 0.20 -0.04 0.164
H 0.977 -0.672 -1.587 -0.14 0.00 0.06 0.210
H -0.589 -1.489 -1.597 0.08 0.08 0.06 0.214
H 1.674 2.813 -0.527 0.05 0.02 0.01 -0.017
H -0.855 1.236 -1.838 0.02 -0.11 0.15 0.212
H 1.377 2.207 -0.218 0.03 0.02 -0.01 0.013
H -1.748 1.682 0.546 0.08 -0.14 -0.07 0.212
H -0.387 0.038 2.135 -0.06 -0.02 -0.09 0.231
H -1.709 -0.910 1.446 0.13 0.07 -0.05 0.213
```
Positions in Å, forces in eV/Å.

Computed properties:
Highest occupied orbital energy ... -9.3 eV
Frontier orbital gap ... 10.3 eV


4.
This record from OMol25 describes a 2-piece molecular cluster, C33H34N3 overall in a non-equilibrium geometry. The level of theory is the ωB97M-V functional and the def2-TZVPD basis.

Structure (XYZ):
```
70
Properties=species:S:1:pos:R:3:forces:R:3:nbo_charge:R:1
C 0.662 2.981 0.690 0.16 -0.25 0.76 -0.644
C 0.301 3.053 -0.730 0.20 -1.39 -2.12 0.182
N -0.240 4.186 -1.252 -0.45 0.60 -0.34 -0.345
C -0.422 5.420 -0.511 -0.04 -0.16 0.00 -0.403
C -0.423 4.047 -2.625 1.05 -0.47 0.89 0.132
C 0.071 2.755 -2.986 -0.03 0.72 0.25 -0.027
C 0.163 2.435 -4.344 -0.55 0.56 -0.71 -0.211
C -0.303 3.368 -5.295 0.18 -0.22 0.60 -0.235
C -0.723 4.659 -4.885 -0.24 0.27 0.27 -0.210
C -0.762 5.033 -3.529 -0.21 -0.07 -0.84 -0.251
C 0.505 2.119 -1.770 -0.53 1.58 0.55 -0.130
C 1.122 0.786 -1.574 0.88 -0.52 -0.19 -0.433
C 0.983 -0.302 -2.650 -0.09 0.87 0.58 -0.017
C -0.250 -0.525 -3.257 0.09 -0.35 -0.42 -0.223
C -0.340 -1.403 -4.351 0.12 0.29 0.73 -0.201
C 0.802 -2.082 -4.782 -0.28 -0.07 -0.10 -0.219
C 2.003 -1.939 -4.085 0.05 -0.22 0.12 -0.205
C 2.103 -1.041 -3.023 -0.01 0.12 -0.16 -0.225
H 1.128 2.018 0.903 0.08 -0.01 0.02 0.211
H 1.379 3.762 0.971 -0.11 -0.11 -0.02 0.230
H -0.203 3.066 1.356 0.01 0.11 -0.05 0.217
H -0.812 6.165 -1.209 0.14 -0.04 0.43 0.223
H -1.145 5.274 0.305 0.20 0.16 -0.21 0.202
H 0.539 5.765 -0.088 -0.41 -0.02 -0.21 0.205
H 0.597 1.484 -4.638 -0.20 0.20 -0.17 0.219
H -0.343 3.090 -6.363 0.21 0.30 0.71 0.222
H -1.021 5.403 -5.633 0.14 -0.42 0.24 0.219
H -1.028 6.036 -3.147 0.09 -0.64 -0.76 0.215
H 2.203 0.913 -1.355 -0.40 -0.19 -0.08 0.213
H -1.111 0.050 -2.904 0.18 -0.22 -0.27 0.220
H -1.309 -1.554 -4.818 0.24 0.01 -0.12 0.222
H 0.739 -2.721 -5.672 0.09 0.16 0.52 0.225
H 2.855 -2.565 -4.342 -0.09 0.29 -0.14 0.220
H 3.057 -0.849 -2.507 -0.46 -0.25 -0.36 0.214
C 2.205 -0.815 3.030 0.31 -0.85 -0.14 -0.420
N 0.735 -0.658 2.984 -0.36 -0.33 -0.18 -0.319
C -0.116 -1.296 2.137 -0.36 2.09 -0.12 0.519
H 0.656 0.446 -0.670 -0.06 -0.75 0.82 0.193
C 0.016 -2.677 1.674 0.29 -0.72 -1.20 -0.110
C -0.531 -3.555 2.633 0.17 0.57 0.00 -0.181
C -0.429 -4.920 2.484 0.04 0.31 -0.25 -0.209
C 0.170 -5.416 1.316 -0.13 -0.02 0.42 0.032
C 0.310 -6.894 1.181 0.03 -0.46 -0.28 -0.640
C 0.625 -4.552 0.307 -0.03 -0.14 0.10 -0.200
C 0.568 -3.165 0.455 -0.34 0.32 0.96 -0.186
N -1.285 -0.592 2.088 0.39 -0.50 0.52 -0.329
C -2.363 -0.762 1.098 0.16 -0.38 -0.32 -0.418
C -1.308 0.302 3.183 0.66 -0.66 0.43 0.179
C -0.015 0.264 3.740 -0.68 -0.52 0.18 0.099
C 0.225 0.684 5.048 -0.09 0.47 -0.17 -0.206
C -0.861 1.200 5.777 0.57 0.02 -0.31 -0.193
C -2.159 1.223 5.236 0.09 0.00 -1.00 -0.188
C -2.398 0.758 3.924 0.05 0.42 0.21 -0.237
H 2.636 -0.089 3.720 -0.33 0.00 -0.05 0.236
H 2.523 -1.830 3.382 -0.49 0.81 -0.44 0.240
H 2.627 -0.604 2.025 -0.32 -0.27 0.63 0.234
H -1.032 -3.122 3.505 0.27 -0.22 -0.18 0.220
H -0.815 -5.557 3.291 0.23 0.06 -0.61 0.236
H 0.777 -7.130 0.229 0.03 -0.21 -0.06 0.223
H 0.926 -7.324 1.978 -0.04 0.16 -0.07 0.236
H -0.660 -7.400 1.224 0.12 0.13 -0.03 0.236
H 1.042 -5.018 -0.598 -0.18 0.44 0.40 0.234
H 0.922 -2.481 -0.334 -0.16 -0.40 0.50 0.247
H -3.196 -0.117 1.360 0.11 0.14 0.13 0.232
H -1.996 -0.462 0.094 -0.20 -0.29 0.64 0.239
H -2.750 -1.792 1.086 0.38 0.29 -0.03 0.238
H 1.240 0.552 5.433 -0.51 0.25 0.26 0.233
H -0.695 1.600 6.782 -0.07 -0.34 -0.38 0.241
H -2.983 1.619 5.833 0.28 -0.25 -0.25 0.242
H -3.388 0.696 3.468 0.17 0.16 0.45 0.234
```
Positions in Å, forces in eV/Å.

Computed properties:
Highest occupied orbital energy ... -9.2 eV
Frontier orbital gap ... 6.2 eV
Net charge ... +1


5.
This record from OMol25 describes C16H16F5N4O3SV as an isolated structure in a non-equilibrium geometry. The level of theory is the ωB97M-V functional and the def2-TZVPD basis.

Structure (XYZ):
```
46
Properties=species:S:1:pos:R:3:forces:R:3:nbo_charge:R:1
V 0.543 0.513 -0.011 -1.65 1.26 -1.65 1.320
N -0.415 4.149 1.043 -0.09 0.14 0.19 -0.714
C -0.243 3.153 0.215 -0.21 -0.74 -0.35 0.730
O -0.692 1.987 0.479 0.46 0.79 0.15 -0.650
C 0.467 3.301 -1.088 0.24 -0.25 0.06 -0.514
C 1.297 2.016 -1.266 -0.62 0.09 0.07 -0.687
H -0.846 3.990 1.939 -0.08 -0.03 0.09 0.431
H -0.048 5.062 0.841 0.01 0.05 -0.04 0.425
H 1.060 4.213 -1.129 0.03 0.06 -0.03 0.235
H -0.309 3.366 -1.852 -0.06 0.03 -0.03 0.258
H 2.302 2.176 -0.887 0.18 -0.14 0.06 0.233
H 1.362 1.721 -2.307 0.02 -0.04 -0.13 0.221
N 1.413 -1.466 2.877 0.09 -0.01 -0.16 -0.644
N 1.911 -0.255 3.353 -0.09 0.07 -0.41 -0.465
C 1.920 0.866 2.595 -0.30 -0.48 -0.45 0.888
O 2.145 1.966 2.984 0.08 0.44 -0.07 -0.561
O 1.631 0.626 1.236 1.60 -0.12 2.74 -0.664
H 0.480 -1.626 3.231 -0.21 -0.02 0.05 0.368
H 2.016 -2.210 3.191 0.12 -0.16 -0.01 0.370
H 1.986 -0.090 4.341 0.04 0.09 0.27 0.402
C 2.329 -4.301 -3.595 -0.11 0.13 0.00 -0.649
C 2.042 -3.064 -2.792 0.00 -0.19 -0.16 0.099
C 2.594 -2.863 -1.531 0.11 -0.18 -0.09 -0.239
C 2.253 -1.756 -0.793 -0.33 0.36 -0.09 0.076
N 1.393 -0.822 -1.251 0.39 -0.92 -0.82 -0.510
C 0.900 -0.980 -2.500 0.19 -0.11 0.23 0.075
C 1.190 -2.072 -3.278 0.09 -0.10 -0.10 -0.234
H 3.060 -4.942 -3.107 0.00 0.03 0.00 0.232
H 2.693 -4.040 -4.591 0.01 0.00 0.06 0.244
H 1.406 -4.873 -3.733 0.07 0.04 0.03 0.247
H 3.282 -3.584 -1.111 -0.01 0.02 0.00 0.239
H 2.650 -1.600 0.196 -0.02 0.03 0.17 0.230
H 0.226 -0.222 -2.860 -0.09 0.13 0.01 0.230
H 0.740 -2.154 -4.262 0.06 0.00 0.10 0.242
F -5.830 1.331 2.726 -0.09 0.04 0.08 -0.270
C -4.817 0.830 2.037 -0.23 0.15 0.24 0.281
C -5.024 0.310 0.782 -0.29 -0.08 -0.25 0.310
F -6.248 0.302 0.266 0.01 -0.01 -0.03 -0.280
C -3.958 -0.185 0.061 0.01 -0.09 -0.28 0.326
F -4.196 -0.655 -1.160 0.00 -0.03 -0.12 -0.285
C -2.667 -0.184 0.560 0.40 0.04 -0.29 -0.268
S -1.320 -0.773 -0.444 -0.28 -0.15 0.48 -0.084
C -2.506 0.314 1.840 0.18 0.01 0.02 0.329
F -1.292 0.337 2.409 0.30 -0.18 0.20 -0.310
C -3.547 0.835 2.570 0.05 0.04 0.18 0.267
F -3.333 1.356 3.777 0.04 -0.01 0.09 -0.282
```
Positions in Å, forces in eV/Å.

Computed properties:
Highest occupied orbital energy (alpha / beta) ... -11.3 / -11.3 eV
Frontier orbital gap (alpha / beta) ... 7.6 / 7.9 eV
⟨S²⟩ ... 0.768
Multiplicity ... 2
Net charge ... +1


6.
This record from OMol25 describes a 2-piece molecular cluster, C2H5NS overall in a non-equilibrium geometry. The level of theory is the ωB97M-V functional and the def2-TZVPD basis.

Structure (XYZ):
```
9
Properties=species:S:1:pos:R:3:forces:R:3:nbo_charge:R:1
C -2.604 -1.053 -0.884 -0.09 0.05 0.08 -0.222
C -1.488 -0.644 -0.929 0.01 0.04 -0.04 -0.248
N 1.693 0.608 0.044 -0.66 -1.20 -1.07 -1.012
S 1.636 1.396 1.632 0.47 2.79 2.49 0.204
H -3.600 -1.364 -0.810 -0.65 -0.30 -0.01 0.225
H 0.564 0.766 2.112 -0.13 -0.77 -0.52 0.092
H -0.517 -0.252 -0.966 0.72 0.24 -0.03 0.237
H 1.831 -0.346 0.300 -0.41 -1.46 -0.39 0.359
H 2.484 0.889 -0.499 0.74 0.62 -0.51 0.364
```
Positions in Å, forces in eV/Å.

Computed properties:
Highest occupied orbital energy (alpha / beta) ... -5.1 / -10.7 eV
Frontier orbital gap (alpha / beta) ... 6.0 / 8.4 eV
⟨S²⟩ ... 2.007
Multiplicity ... 3


| no. | energy (eV) |
| --- | --- |
| 1 | -42123.8624 |
| 2 | -23520.9896 |
| 3 | -7393.1246 |
| 4 | -39237.3975 |
| 5 | -79059.7956 |
| 6 | -14473.5911 |